Density functional theory data (ωB97M-V/def2-TZVPD) for C22H30Br24NO2P as an isolated structure in a non-equilibrium geometry.

```
80
Properties=species:S:1:pos:R:3:mulliken_charge:R:1
C 6.946 -2.564 -4.122 -0.327
Br 4.423 -4.734 1.286 -0.035
C 0.050 -2.696 -1.383 -1.145
C -2.055 2.324 -0.602 0.380
Br -6.824 4.489 -8.433 -0.004
H 5.986 -5.233 -0.556 0.280
H -0.189 1.203 2.227 0.103
Br 8.177 -0.929 3.164 0.006
C -4.286 -5.291 5.091 -0.026
H -0.502 2.908 1.759 0.498
Br 5.764 -3.912 -4.818 -0.031
C 1.760 -0.774 0.386 0.182
H 1.343 0.234 0.448 -0.247
H 7.915 -2.722 -4.571 0.383
H 10.378 0.082 3.648 0.389
C 2.079 -1.112 -1.078 -0.338
Br 9.393 0.117 5.911 -0.017
O -2.003 -0.473 -1.625 -0.577
H -8.046 5.159 -6.397 0.340
H -2.305 3.055 3.465 0.317
C -6.917 4.166 2.121 -0.329
C -2.509 -1.165 1.795 -0.204
Br -6.112 -5.269 5.700 -0.014
H 0.723 -3.372 -0.850 0.359
Br 4.707 2.750 1.024 -0.008
H -0.133 3.130 -1.248 0.377
C -5.827 2.738 -2.855 -0.395
C 9.385 0.318 3.999 -0.347
Br -3.154 -4.216 6.212 -0.027
C -1.760 -0.983 -0.534 0.252
H 3.685 -0.230 0.756 0.024
Br -5.604 2.770 1.979 0.114
H -2.202 3.383 -0.382 0.681
H 3.292 -1.700 1.345 0.250
Br -5.193 4.139 -1.695 -0.036
Br -4.868 1.088 -2.606 -0.004
O -3.098 -3.419 2.296 -0.567
Br -6.820 5.067 3.820 -0.032
Br -3.616 -7.088 4.925 -0.022
H -0.085 1.401 -0.813 -0.230
C -1.031 -2.292 -0.392 0.513
H -0.809 1.887 -2.334 0.318
C -7.512 5.735 -7.138 -0.322
Br 7.522 2.978 -0.454 -0.012
Br 7.117 -2.747 -2.214 -0.030
H 1.092 -1.498 0.848 0.231
Br -5.808 3.310 -4.692 0.038
H -0.375 -3.290 -2.195 0.478
H -6.855 2.542 -2.590 0.388
Br -6.091 6.653 -6.226 0.002
H -4.267 -4.847 4.105 0.100
Br -8.695 3.515 1.763 -0.030
H 1.295 -1.876 -2.900 0.405
H -2.859 2.034 -1.272 -0.749
C 6.402 1.906 0.683 0.119
C -1.549 2.275 3.522 -1.252
Br 3.942 -4.870 -1.886 -0.002
H 2.475 -0.192 -1.522 0.283
C -0.666 2.182 -1.298 -0.769
Br 6.174 0.131 -0.018 0.068
H -2.825 -0.779 2.759 0.461
H -0.761 2.607 4.201 0.414
C -2.394 -2.651 1.643 -0.508
C -0.942 1.988 2.145 -0.259
Br 6.379 -0.787 -4.584 -0.016
H 6.909 1.808 1.631 -0.140
H 2.892 -1.839 -1.103 0.309
P -2.298 1.469 0.990 0.126
C 4.959 -5.525 -0.387 -0.258
Br 9.029 2.140 3.488 -0.034
Br -8.767 6.962 -7.924 -0.044
N 2.968 -0.747 1.246 -0.612
C -1.356 -3.101 0.674 -0.300
H -6.690 4.897 1.359 0.277
H 0.259 -0.686 -2.197 0.261
C -2.194 -0.332 0.759 0.514
C 0.890 -1.535 -1.943 -0.662
H -0.849 -4.048 0.822 0.480
H -2.000 1.384 3.960 0.265
Br 4.921 -7.445 -0.295 -0.025
```

ΔE to the lowest compared entry with this formula, charge and spin, kJ/mol: 46.2
2S+1: 1
E_HOMO, Eh: -0.29543
LUMO, eV: -1.36
Frontier orbital gap, eV: 6.6837

Density functional theory data (ωB97M-V/def2-TZVPD) for C14H23O9P2RbSe3Te as an isolated structure.

```
53
Properties=species:S:1:pos:R:3:nbo_charge:R:1
H 2.858 -0.028 4.232 0.234
C -2.254 -4.157 -1.258 -0.741
O 1.328 1.410 0.452 -1.213
P 2.098 0.580 1.453 2.384
O 1.423 -0.903 1.507 -1.029
C -1.941 3.907 -0.974 -0.075
O 2.308 2.454 3.365 -0.706
C 1.569 1.253 3.123 -0.497
H 1.730 -6.515 -3.015 0.198
C 2.808 -5.077 -1.837 -0.216
H 1.403 -2.632 0.037 0.256
H 1.207 -0.655 4.089 0.235
Rb -1.129 0.142 -0.317 0.887
O -1.059 -2.627 0.110 -0.618
H -1.645 6.063 -0.759 0.204
O -0.648 2.388 4.281 -1.005
H 1.039 2.910 -1.421 0.221
H -2.072 3.858 0.112 0.175
C 1.659 -5.670 -2.339 -0.236
C 0.170 4.930 -1.293 -0.430
H 0.466 -0.900 1.657 0.512
H 3.781 -5.464 -2.118 0.196
C 1.802 0.244 4.236 -0.638
H 1.545 0.683 5.206 0.189
O -1.025 0.492 2.605 -1.151
H -1.444 1.949 4.601 0.510
C 1.478 -3.481 -0.627 -0.182
C -1.323 5.238 -1.394 -0.430
Te -4.196 0.832 -2.461 0.054
Se -1.320 -1.526 -3.416 -0.765
Se -6.583 0.588 -1.842 -0.861
C 2.719 -3.984 -0.985 -0.210
C 0.322 -4.076 -1.127 -0.070
C 0.211 3.500 -1.813 -0.077
H 3.614 -3.512 -0.600 0.213
C 0.413 -5.170 -1.987 -0.191
H -0.479 -5.618 -2.398 0.213
H 0.355 2.573 1.127 0.547
H -2.895 3.692 -1.457 0.203
H 0.235 3.485 -2.910 0.162
H -2.319 -5.216 -0.996 0.203
P -0.188 1.673 2.908 2.347
O -0.223 2.875 1.894 -1.023
Se -3.658 -1.494 -3.401 -0.300
C -1.011 -3.530 -0.704 0.611
O -1.004 2.899 -1.362 -0.554
H -1.586 5.470 -2.428 0.197
H 0.498 4.961 -0.252 0.205
O 3.561 0.413 1.406 -1.124
H 1.968 2.838 4.183 0.458
H -3.115 -3.619 -0.871 0.254
H -2.245 -4.051 -2.344 0.272
H 0.795 5.606 -1.877 0.201
```

ΔE to the lowest compared entry with this formula, charge and spin, kJ/mol: 8.6
Net charge: -2
2S+1: 1
E_HOMO, Eh: -0.01107
LUMO, eV: 3.62
Frontier orbital gap, eV: 3.9239

Density functional theory data (ωB97M-V/def2-TZVPD) for a 2-piece molecular cluster, C12H12N2O overall in a non-equilibrium geometry.

```
27
Properties=species:S:1:pos:R:3:nbo_charge:R:1
H -2.273 -0.841 -3.117 0.208
H -0.793 -1.888 3.856 0.216
C 0.816 -0.648 0.755 -0.001
H 0.930 3.429 0.779 0.233
H -1.511 -1.941 -2.007 0.227
C -1.681 -0.922 -2.200 -0.694
C 0.203 0.251 1.610 0.223
C 0.255 0.046 -0.580 -0.055
H 0.779 -1.279 4.113 0.205
H 3.061 2.081 -0.321 0.230
H 0.651 -3.376 2.504 0.184
N -0.346 -0.069 2.803 -0.593
H -1.353 1.583 -1.988 0.214
H -1.254 0.348 3.136 0.421
C 0.021 -1.418 3.293 -0.295
C 1.067 2.383 0.418 -0.210
H -1.324 1.371 -3.660 0.220
H 0.148 1.856 -2.815 0.223
C 0.624 -2.387 2.144 0.140
O 0.509 -0.743 -3.122 -0.608
C 2.092 1.660 -0.105 -0.238
C -0.456 -0.182 -2.657 0.612
H -2.216 -0.259 -1.387 0.213
C 1.544 0.347 -0.257 0.015
C -0.764 1.299 -2.801 -0.709
N 1.139 -1.977 1.047 -0.357
C 0.129 1.278 0.560 -0.023
```

ΔE to the lowest compared entry with this formula, charge and spin, kJ/mol: 976.2
2S+1: 1
E_HOMO (spin up / spin down), Eh: -0.27139 / -0.27137
LUMO (spin up / spin down), eV: 0.13 / 0.13
Frontier orbital gap (spin up / spin down), eV: 7.5144 / 7.5138

Density functional theory data (ωB97M-V/def2-TZVPD) for one molecule with the formula C15H20F2N2O3 in a non-equilibrium geometry.

```
42
Properties=species:S:1:pos:R:3:nbo_charge:R:1
C -0.449 5.064 1.281 -0.060
N -0.171 3.691 0.781 -0.615
C -1.659 5.158 2.287 -0.419
C -0.201 -4.667 -1.420 -0.263
C -0.763 6.027 0.092 -0.371
C -0.799 -2.302 -0.902 -0.178
H 0.419 5.186 1.949 0.235
C -1.423 -4.750 -1.772 -0.180
H -1.183 3.177 0.599 0.411
H -1.877 5.860 -0.298 0.188
H 0.325 -5.390 -1.854 0.234
H -0.119 5.540 -0.742 0.213
H 3.314 -3.761 -0.176 0.162
N -1.124 -0.138 -0.468 -0.038
C -0.045 -0.959 -0.480 -0.015
H 0.832 -1.069 -0.073 0.210
H -1.616 6.262 2.487 0.213
H -3.312 -3.844 -2.016 0.189
C 0.829 2.834 1.037 0.648
H -1.880 4.442 4.360 0.210
C 0.087 -3.272 -1.086 0.346
C -1.190 4.314 3.476 -0.639
C -2.448 -3.829 -1.664 -0.193
C -1.986 -2.477 -1.418 -0.144
F 2.539 -4.729 -1.827 -0.272
H -1.363 7.534 1.222 0.192
F 2.025 -5.183 0.115 -0.432
H -2.859 -1.631 -1.272 0.239
O -0.905 1.093 0.083 -0.379
C -0.569 7.389 0.413 -0.599
H -1.248 3.271 3.366 0.212
H -0.218 4.571 4.024 0.223
H 1.355 1.338 -0.316 0.216
C 0.631 1.454 0.388 -0.193
H -2.731 4.845 1.936 0.218
H 0.943 0.767 1.232 0.211
H -1.919 -5.658 -2.231 0.200
O 1.904 3.187 1.567 -0.632
H -0.646 7.966 -0.409 0.214
C 2.473 -4.093 -0.768 0.795
H 0.329 7.398 0.721 0.201
O 1.441 -3.186 -0.537 -0.554
```

Structure (SMILES): CCC(CC)NC(=O)CO/N=C/c1ccccc1OC(F)F
ΔE to the lowest compared entry with this formula, charge and spin, kJ/mol: 918.1
2S+1: 1
E_HOMO, Eh: -0.32620
LUMO, eV: 0.41
Frontier orbital gap, eV: 9.2864